--- i ---
A 12-piece molecular cluster, C48H132N12O12 overall. Source: the Open Molecules 2025 dataset; level of theory: the ωB97M-V functional and the def2-TZVPD basis.

The SMILES is COC[C@H](C)N.COC[C@H](C)N.COC[C@H](C)N.COC[C@H](C)N.COC[C@H](C)N.COC[C@H](C)N.COC[C@H](C)N.COC[C@H](C)N.COC[C@H](C)N.COC[C@H](C)N.COC[C@H](C)N.COC[C@H](C)N. Its HOMO energy is -8.28 eV. The orbital gap comes out at 0.3167 Ha.

```
204
Properties=species:S:1:pos:R:3:lowdin_charge:R:1
O -14.24200 10.89757 33.70854 -0.17
H -15.95679 14.16430 32.71991 0.06
H -21.99393 22.91376 35.76347 0.07
C -10.21759 15.45974 33.41478 -0.46
O -18.59462 13.74530 35.58983 -0.18
C -19.28912 11.89594 40.04643 -0.06
H -13.66368 26.25369 34.32603 0.08
H -13.57056 12.33662 39.96881 0.08
C -23.98575 19.04398 30.48657 -0.41
H -14.40741 24.64706 33.89595 0.07
H -16.58362 18.52306 36.82152 0.13
C -13.10916 13.27031 39.64721 -0.10
H -11.82503 15.43573 39.94822 0.12
H -13.66495 15.56906 36.74499 0.09
H -18.63835 16.83921 32.04788 0.08
H -20.27980 20.45789 31.70590 0.07
H -9.60179 15.18474 32.55847 0.13
H -18.75202 17.43608 30.42826 0.09
H -19.11546 11.15145 40.82339 0.07
H -12.22359 21.57436 34.86192 0.08
H -13.60592 20.44652 40.08580 0.09
H -17.58296 21.75904 34.09153 0.07
H -20.68233 13.19177 34.25750 0.15
H -16.80244 16.51278 40.79124 0.10
H -12.88893 16.63721 38.11620 0.08
H -16.59757 18.13975 33.78955 0.06
H -10.69265 17.55553 32.63659 0.08
H -8.67130 15.55341 34.82519 0.13
H -10.77186 17.33943 34.26560 0.06
H -15.06794 12.62858 34.63461 0.06
H -19.54513 12.70314 31.90504 0.09
H -17.63731 15.33960 30.96336 0.09
C -8.49352 12.90033 35.40308 -0.08
H -19.91517 15.33903 35.19376 0.13
C -10.21324 16.95710 33.41128 -0.07
H -18.31420 21.41350 32.69693 0.06
C -13.27503 16.52173 37.10343 -0.08
H -11.14818 22.08155 37.72276 0.14
H -16.49960 25.92917 38.55454 0.08
C -15.39036 15.13021 30.80326 -0.41
H -24.13726 19.17395 31.55813 0.13
N -15.96214 19.96001 35.90089 0.05
C -18.51261 22.01563 33.58360 -0.09
H -12.74312 21.63788 29.21001 0.06
H -10.63887 12.09211 33.55860 0.07
O -21.65151 19.92707 30.55144 -0.22
C -14.27172 20.56260 39.23061 -0.07
H -14.50356 16.88534 30.43463 0.05
H -15.71406 11.12647 35.17437 0.09
O -16.70685 14.70141 39.71949 -0.18
H -19.95103 12.64962 40.47298 0.07
C -16.06059 18.58942 35.86751 -0.42
H -25.05587 19.04789 28.69191 0.07
N -10.38331 20.58669 36.30003 0.05
C -17.85186 14.09565 40.24438 -0.20
H -21.32865 23.63269 34.45264 0.06
C -9.53393 14.91393 34.63801 -0.21
C -14.75993 20.66132 29.45747 -0.08
C -12.19745 11.61364 34.92175 -0.40
C -16.77961 16.08338 39.78964 -0.13
C -19.54187 21.99708 35.75264 -0.20
C -15.33196 11.63002 34.28637 -0.09
N -16.72628 11.74979 40.20932 0.04
H -11.22417 11.29223 35.29256 0.13
H -15.78116 20.29557 29.56422 0.07
C -17.08934 18.19668 34.76065 -0.03
H -13.28907 12.64866 36.30109 0.08
H -15.34494 20.24116 35.15249 0.08
H -10.03887 14.85395 41.85463 0.09
C -15.94193 26.44835 35.86111 -0.21
C -13.28826 10.54658 34.68059 -0.19
H -14.85740 15.60640 32.78613 0.08
H -18.49377 12.48581 33.37142 0.08
H -11.04711 14.28445 42.95629 0.08
H -10.36142 19.83541 36.97471 0.05
H -17.20785 15.16836 36.10639 0.08
C -14.71248 17.70938 35.84337 -0.21
O -16.74866 17.14555 31.16773 -0.19
H -18.63931 23.04604 33.25147 0.08
H -22.65918 17.28444 31.03764 0.06
H -16.66713 21.19707 25.32462 0.09
H -16.42338 22.99441 25.53319 0.09
H -18.26335 14.66250 37.44747 0.07
C -15.76780 25.38600 37.95660 -0.13
H -20.34801 23.11767 38.05005 0.07
H -17.38160 27.39099 33.74209 0.07
H -13.14096 13.49949 34.82829 0.06
C -16.45103 22.01536 26.01150 -0.11
H -16.86507 27.02115 35.94949 0.13
H -12.98703 20.05035 36.68082 0.11
C -12.53268 20.60539 37.50154 -0.24
H -17.49774 16.52401 39.09810 0.09
H -13.99795 20.31556 26.15329 0.13
C -13.94085 20.42245 28.20371 -0.44
C -22.99206 20.11437 30.11203 -0.24
H -16.97950 15.80516 29.50748 0.12
H -13.46813 15.73705 30.84729 0.04
C -12.55911 12.90619 35.53365 -0.08
H -12.76089 15.75623 42.81015 0.15
H -15.69849 24.42389 38.46420 0.08
O -16.02825 25.21204 36.58747 -0.17
H -12.42573 17.78166 41.44648 0.07
N -12.83718 21.37279 28.23998 0.04
H -11.86627 11.20754 32.93647 0.08
H -13.20581 22.16032 27.72616 0.06
C -17.76207 14.33434 36.53691 -0.12
H -16.58590 25.35861 34.33025 0.13
H -11.16875 22.87818 35.33138 0.07
H -12.28811 12.95925 39.00130 0.09
H -15.57311 19.88991 27.04027 0.13
H -13.75873 10.13319 35.57271 0.12
C -17.91044 12.53164 39.84325 -0.40
H -21.39456 21.82305 31.27866 0.09
H -10.17200 14.90333 35.52167 0.11
H -10.77213 17.22493 41.27993 0.08
H -21.84152 13.98181 32.56296 0.07
C -14.71683 20.55631 26.93646 -0.20
H -14.60969 25.94270 32.75853 0.06
C -16.75759 15.85178 30.57363 -0.20
H -20.23142 21.35748 36.30358 0.12
H -13.90761 13.80624 39.13404 0.08
H -17.88233 12.41871 38.75948 0.11
C -11.64571 17.19447 41.93112 -0.09
H -8.02519 12.03189 34.93984 0.09
H -19.27214 24.21355 35.44441 0.12
N -11.63352 11.92411 33.60910 0.01
H -22.99780 17.39613 29.39722 0.07
O -12.76041 13.89476 40.86210 -0.17
H -14.33043 14.00974 32.20668 0.07
H -15.86116 16.49445 39.37064 0.07
H -19.78092 11.46575 39.17397 0.08
H -14.98862 16.76833 35.36769 0.11
H -21.61869 15.15956 33.45214 0.07
H -13.93977 18.19842 35.25020 0.12
H -15.94524 12.28024 39.85059 0.04
H -24.37947 16.96095 30.43724 0.07
C -21.31365 20.79540 31.63288 -0.09
H -18.53118 15.18280 34.18513 0.10
H -18.14130 14.12333 41.29488 0.12
H -15.39641 14.26047 30.14631 0.13
H -14.61841 19.56184 38.97298 0.07
H -23.33522 21.09812 30.43230 0.12
H -15.15644 21.17603 39.40114 0.09
H -18.77179 14.51436 39.83632 0.10
H -14.64833 21.65973 29.88033 0.07
H -12.78648 22.84517 35.97118 0.07
H -22.84834 20.17976 29.03352 0.12
H -16.96915 13.69912 36.93172 0.08
N -16.40045 27.20355 33.59274 0.02
O -13.44845 21.29637 38.30232 -0.18
N -14.26531 15.92045 30.25486 0.05
H -16.31661 26.81002 32.66635 0.06
H -11.70591 13.53145 35.79670 0.06
H -16.49974 11.71940 41.19312 0.07
C -15.84755 26.15209 34.44570 -0.46
H -12.40983 16.94198 36.59067 0.08
H -15.07223 26.97525 36.25368 0.13
H -18.82621 23.91512 37.86454 0.06
H -14.28111 20.22535 30.33427 0.07
C -14.47590 25.73222 33.81962 -0.02
O -15.17943 21.85159 26.57607 -0.20
C -23.47157 17.55981 30.36512 -0.05
H -16.06479 11.76413 33.49071 0.08
H -18.23621 18.58131 31.53239 0.08
H -18.34061 13.82661 32.34859 0.06
C -11.43698 21.42525 36.90181 -0.44
H -17.22243 22.12733 26.77341 0.08
C -19.83309 23.86772 37.44974 -0.07
O -19.66045 21.61993 34.38027 -0.21
C -19.33235 14.60167 34.64177 -0.16
H -21.99578 20.54341 32.44485 0.10
H -14.91130 26.03410 38.14224 0.08
H -9.17210 12.56433 36.18712 0.08
H -25.68647 20.09980 29.82222 0.06
O -14.39805 17.36846 37.11706 -0.21
N -11.46781 14.81455 33.13362 0.07
H -17.85113 18.94276 34.53452 0.07
C -19.09888 13.17385 32.78106 -0.07
H -9.25109 17.45772 33.51962 0.08
H -13.47811 19.44184 28.31500 0.13
H -12.05786 19.87368 38.15519 0.12
C -11.97495 15.74548 42.05498 -0.48
C -18.15661 17.51173 31.33813 -0.08
C -15.15761 14.71924 32.22853 -0.06
H -12.78950 9.74665 34.13336 0.12
H -17.59954 17.24912 34.93365 0.05
N -21.06716 14.56141 32.85369 0.05
H -9.46345 20.97322 36.14330 0.08
H -7.77222 13.53799 35.91415 0.09
H -11.54766 17.79081 42.83823 0.08
N -10.78043 15.13443 42.48034 0.05
C -12.54986 15.24032 40.73850 -0.25
H -11.48902 13.81954 33.30564 0.01
H -20.15729 24.89656 37.60627 0.07
N -21.33995 23.62216 35.46252 0.03
H -15.37673 20.10785 36.71055 0.05
C -19.93775 23.50943 35.94367 -0.39
O -9.16276 13.58344 34.32961 -0.21
H -13.52360 15.69841 40.56508 0.12
H -11.93203 15.13980 32.29768 0.06
C -11.94362 22.20796 35.70351 -0.08
N -25.21426 19.21928 29.67458 0.03
H -18.54943 21.86648 36.18403 0.11
C -20.07215 13.82240 33.61090 -0.49
```

=====

--- ii ---
A 12-piece molecular cluster, C48H132N12O12 overall. Source: the Open Molecules 2025 dataset; level of theory: the ωB97M-V functional and the def2-TZVPD basis.

The SMILES is COC[C@H](C)N.COC[C@H](C)N.COC[C@H](C)N.COC[C@H](C)N.COC[C@H](C)N.COC[C@H](C)N.COC[C@H](C)N.COC[C@H](C)N.COC[C@H](C)N.COC[C@H](C)N.COC[C@H](C)N.COC[C@H](C)N. Its HOMO energy is -8.84 eV. The orbital gap comes out at 0.3391 Ha.

```
204
Properties=species:S:1:pos:R:3:lowdin_charge:R:1
H -25.76611 -4.42231 -9.72497 0.09
C -20.78753 -3.78866 0.84954 -0.42
H -28.51300 3.98050 2.81528 0.14
H -21.03339 -7.65750 -3.57938 0.06
H -22.01375 -5.39052 0.12436 0.13
H -26.78564 -7.74924 -2.66286 0.13
H -23.41858 -2.00727 2.52989 0.07
H -26.11199 -6.43902 2.48255 0.13
C -22.41378 -6.43725 -11.04751 -0.06
H -23.62344 -7.78810 -4.59086 0.05
H -27.49942 0.15420 0.60990 0.08
C -23.39804 3.07546 -1.50803 -0.07
H -28.54639 -8.85553 1.04188 0.06
C -20.43265 -2.96971 2.10436 -0.04
H -24.48278 -4.18725 -2.69058 0.11
C -25.52749 -4.28775 0.81830 -0.08
H -22.89028 -2.60713 -5.06671 0.09
C -18.81699 -7.36075 -3.47585 -0.44
C -27.07225 1.15365 0.41356 -0.13
C -23.62511 -0.96173 2.27845 -0.12
H -21.77420 -2.58792 -8.26572 0.08
H -22.21386 -7.55102 1.55160 0.08
C -26.12669 -3.71409 -8.97504 -0.10
N -21.25269 -2.88702 -0.21535 0.06
C -19.12748 -4.18297 -11.71449 -0.08
H -27.93991 -4.71744 -6.99585 0.13
H -16.94375 -5.25304 -10.16300 0.07
H -25.01467 -5.05075 -6.18112 0.10
H -24.60671 -4.83463 0.63029 0.06
H -25.23176 2.43249 -6.46914 0.08
H -24.44389 7.18950 -3.65692 0.08
H -25.35179 -3.44993 1.49984 0.09
N -21.60414 7.17609 -3.14303 0.03
H -20.79867 6.63582 -2.83335 0.07
H -20.42266 -6.09789 -4.12015 0.05
H -21.73944 -0.32572 0.54925 0.10
C -21.66140 -6.86699 -6.66108 -0.10
H -26.53465 -4.65863 -4.26363 0.07
C -25.94695 0.46071 -6.48642 -0.42
C -22.30205 -6.81052 2.35116 -0.08
H -25.88726 -6.95037 0.84744 0.10
H -22.53946 2.64164 2.23681 0.07
H -21.03306 3.12507 2.64201 0.06
H -30.81486 3.61661 3.07752 0.06
H -19.11637 -8.82363 -1.84654 0.12
C -29.02496 -6.16680 2.23335 -0.06
C -24.66425 -8.26089 -2.90516 -0.43
H -15.77174 -10.10658 -2.15271 0.09
H -21.09263 -6.01085 -6.29490 0.07
H -19.14934 -4.73215 -9.08752 0.12
H -26.32934 -10.67129 -0.47646 0.09
H -21.07080 -4.08963 -8.30231 0.07
N -26.01147 -2.14057 -2.27259 0.06
H -21.89305 4.47391 -2.93948 0.12
H -26.18394 -3.06021 -1.87755 0.03
H -24.69245 -2.03862 -3.84548 0.09
H -23.56259 -8.13759 -1.05258 0.08
N -25.47753 -0.87051 -6.07011 0.06
H -26.07057 1.09431 0.84888 0.08
H -29.90091 3.25878 4.96810 0.07
H -21.88404 -4.05305 -4.93527 0.07
H -24.86414 -6.85889 -4.38944 0.05
H -23.60950 -3.49304 -1.41226 0.10
H -30.03950 -6.37576 1.89812 0.07
H -30.73365 2.11081 2.54862 0.07
O -21.63663 -6.73146 -8.06175 -0.19
O -19.88138 -2.71875 -9.15499 -0.16
H -19.00409 -9.55463 -3.45427 0.13
H -20.11717 -3.71807 -11.70197 0.08
H -22.93974 0.74003 0.49083 0.10
H -21.40829 -3.35017 -1.10887 0.05
H -27.21412 -3.71375 -8.90517 0.08
H -19.27234 -5.25814 -11.54639 0.07
C -26.40871 -10.02572 -1.36023 -0.11
H -25.03198 -9.11930 -3.48837 0.12
H -19.47596 0.14456 1.95345 0.06
C -22.43177 -7.67133 -10.16765 -0.43
H -18.53028 -6.37922 -5.17950 0.07
H -24.10376 -0.96150 1.29393 0.08
H -25.82536 -2.73693 -9.35869 0.08
O -22.60193 -3.28386 -3.17377 -0.19
C -21.81635 -4.87130 1.07526 -0.23
H -27.27489 1.21532 -10.17430 0.08
H -23.84594 -9.69777 -1.57200 0.06
C -22.85016 5.00665 -2.86260 -0.22
N -23.36852 -8.68936 -10.68345 0.03
C -24.60986 -2.04652 -2.75463 -0.43
H -29.02562 -6.43877 3.29148 0.07
H -19.75872 -2.14283 1.89905 0.06
C -23.98095 -0.72422 -2.33217 -0.03
H -16.79980 -9.80303 -0.78452 0.09
C -21.01277 1.55778 1.28595 -0.40
C -23.83619 -3.32819 -2.46920 -0.22
H -26.84547 0.78579 -5.95949 0.14
H -20.50685 1.82351 0.35584 0.13
C -26.24290 0.50026 -7.99764 -0.23
H -25.77615 -3.78176 -0.11920 0.06
H -23.83952 8.25529 -2.42345 0.07
C -22.72774 6.46908 -2.48753 -0.46
H -24.79905 -0.01107 -2.20787 0.07
H -28.12276 3.25685 5.00971 0.08
C -25.88103 -7.84034 -2.05663 -0.19
C -16.82145 -10.03936 -1.85457 -0.11
C -28.99934 2.84167 4.50964 -0.08
H -18.03524 -2.59400 -10.82922 0.14
H -16.66569 -4.58024 -11.56723 0.06
O -26.85481 1.72960 -8.27415 -0.19
H -28.78193 -5.10296 2.19607 0.06
H -21.42863 -8.09491 -10.30135 0.14
H -25.64264 -10.50200 -1.97268 0.08
N -28.07911 -8.35727 1.79156 0.04
H -19.82096 -4.27075 0.64950 0.13
H -22.11995 -7.22236 3.33725 0.09
N -16.93504 -4.34490 -10.61856 0.03
H -21.06193 -7.77990 -6.50242 0.10
H -24.89424 6.82468 -2.09464 0.08
H -20.47106 -2.87625 -7.08352 0.08
H -23.32043 -6.41112 2.29186 0.07
C -18.63324 -8.73704 -2.82628 -0.20
N -18.38824 -7.34078 -4.87166 0.06
N -24.11403 -7.29952 -3.85067 0.05
H -18.29540 -6.74154 -2.73500 0.14
H -28.28733 -6.57094 -5.77932 0.07
C -26.85695 2.08228 -9.64967 -0.10
H -27.45109 -7.02744 -7.08311 0.07
H -24.09204 2.69497 -0.76377 0.07
C -24.89164 1.48624 -6.04553 -0.06
H -20.48590 -2.24758 -0.40023 0.08
H -23.35068 -5.89620 -11.21323 0.08
C -22.68314 -7.41499 -8.70770 -0.22
H -19.10261 1.79745 2.27054 0.08
N -30.33557 3.03648 2.38985 0.04
H -23.30120 4.93394 -3.86325 0.13
H -17.35733 -10.96418 -2.07429 0.09
H -27.17053 -3.26218 -5.21328 0.07
O -17.23619 -8.91086 -2.59190 -0.21
H -26.17573 -1.55791 -6.33137 0.05
H -21.32127 -2.59845 2.61707 0.06
H -27.49363 2.93865 -9.85310 0.08
C -19.93294 1.08946 2.28022 -0.07
H -21.75820 -5.64758 -10.67111 0.06
H -29.09228 1.82140 4.90527 0.08
H -28.16549 -4.52904 -4.68017 0.08
H -24.38084 -0.67642 3.01875 0.09
H -25.55877 -6.86452 -1.67732 0.12
C -20.79636 -3.04623 -8.10829 -0.09
H -26.90677 -0.34152 -8.23206 0.12
N -21.59800 2.75436 1.89477 0.03
C -26.54600 -6.34129 1.47730 -0.21
H -23.66107 -6.94777 -8.51789 0.12
C -27.08204 -5.07905 -6.41702 -0.43
H -27.14587 2.06287 2.84618 0.13
H -23.58340 -4.31002 -4.67116 0.07
H -23.16789 -8.93843 -11.64175 0.07
H -18.10668 -3.54230 -8.46023 0.13
H -20.27392 0.84398 3.28339 0.08
O -25.41566 -3.79455 -7.74700 -0.18
H -25.84934 2.27736 -10.02359 0.09
H -26.18616 -1.52554 -1.48368 0.05
H -22.05100 -6.65374 -12.05572 0.08
O -26.72493 -4.98848 1.10810 -0.17
H -21.54154 8.06349 -2.65377 0.06
C -24.02935 7.20001 -2.64021 -0.07
H -25.28039 0.27931 -8.47751 0.13
H -22.90405 -8.38364 -8.22768 0.12
C -28.96574 3.00198 2.99298 -0.43
C -28.12845 1.92883 2.36527 -0.23
H -20.03099 -3.74650 2.75800 0.08
H -18.78888 -4.14187 -12.75117 0.07
H -27.13887 -8.75443 1.73926 0.06
C -20.27442 -6.89709 -3.39428 -0.06
C -18.85484 -3.68155 -9.24722 -0.23
C -22.10123 0.51599 1.16461 -0.21
H -22.78691 -4.40746 1.28921 0.10
H -22.51812 -8.92132 -2.30746 0.07
H -22.37199 3.21968 -1.17200 0.08
H -20.45593 -6.50021 -2.39389 0.08
H -28.47273 0.89689 2.51662 0.13
H -24.61499 -1.05629 -6.56912 0.07
C -27.16463 -4.34614 -5.09898 -0.06
O -23.76237 4.36483 -2.00966 -0.20
H -23.32234 -0.41855 -3.14017 0.08
H -27.08762 1.17240 -0.67346 0.09
H -23.58213 -0.86479 -1.32369 0.07
H -27.45913 -10.09741 -1.64950 0.10
O -27.97231 2.06869 0.96993 -0.17
O -21.39709 -5.74714 2.08589 -0.18
H -23.50421 2.36848 -2.33813 0.07
C -23.53302 -8.72551 -1.97503 -0.04
H -17.36920 -7.38998 -4.89801 0.08
O -26.12128 -8.70035 -0.95874 -0.22
H -28.28867 -6.84924 0.38261 0.13
H -23.86477 1.32314 -6.39112 0.08
C -22.79038 -3.56935 -4.56147 -0.07
O -22.51769 -0.12021 2.36504 -0.18
H -25.43261 -5.88071 -7.61824 0.11
H -22.65546 -7.03402 -6.23693 0.07
H -22.48546 6.49904 -1.41242 0.14
H -23.24807 -9.51921 -10.11376 0.06
C -27.94893 -6.93924 1.42167 -0.42
H -24.76685 1.49487 -4.96305 0.06
N -27.37023 -6.51686 -6.21151 0.03
C -18.23266 -3.65236 -10.62520 -0.45
C -25.69107 -4.98664 -7.03829 -0.21
```

=====

Taking the most stable structure as the zero point, the relative energies in kcal/mol are i 84.2; ii 0.0.